Entry 1:
This record from the OMol25 dataset describes the molecule C4H3NO2 at a distorted geometry. The level of theory is the ωB97M-V functional and the def2-TZVPD basis.

Molar mass: 97.07 Da
Frontier orbital gap: 9.20 eV
ΔE to the lowest compared entry with this formula, charge and spin: 61.1 kcal per mole

Each line ends with the Mulliken charge.
Atoms and positions in Å:
O (-2.44, -0.53, 0.21)  -0.37
C (-1.63, -0.43, 1.10)  -0.15
C (-0.46, -0.13, 0.27)  0.70
N (-0.02, 1.07, 0.17)  -0.51
C (1.16, 0.90, -0.53)  -0.27
C (1.29, -0.39, -0.90)  -0.18
O (0.18, -1.07, -0.45)  -0.29
H (-1.98, -0.13, 2.13)  0.31
H (1.85, 1.72, -0.62)  0.38
H (2.06, -0.98, -1.37)  0.38

Entry 2:
This record from the OMol25 dataset describes the molecule C7H9NO3 at a distorted geometry. The level of theory is the ωB97M-V functional and the def2-TZVPD basis.

Molar mass: 155.15 Da
Frontier orbital gap: 8.66 eV
ΔE to the lowest compared entry with this formula, charge and spin: 154.9 kcal per mole

Each line ends with the Mulliken charge.
Atoms and positions in Å:
C (1.95, 0.09, 0.17)  -0.50
C (0.56, 1.95, 0.94)  0.04
C (0.97, -1.09, 0.35)  0.32
C (-0.18, -0.95, 0.82)  0.52
C (-1.63, 0.62, -1.36)  -0.17
C (1.41, -2.40, -0.41)  -1.44
C (-2.93, 0.79, -0.54)  -0.77
N (-0.51, 2.02, 0.30)  -0.48
O (1.63, 1.15, 0.96)  -0.36
O (-1.18, -0.88, 1.32)  -0.36
O (-0.61, 1.14, -0.94)  0.11
H (2.97, -0.26, 0.52)  0.36
H (2.00, 0.37, -0.97)  0.26
H (0.70, 2.67, 1.72)  0.44
H (1.84, -2.02, -1.38)  0.32
H (0.54, -2.98, -0.49)  0.41
H (2.14, -2.77, 0.17)  0.40
H (-3.31, -0.22, -0.48)  0.27
H (-2.75, 1.26, 0.38)  0.30
H (-3.63, 1.50, -1.09)  0.32

Entry 3:
This record from the OMol25 dataset describes a structure of composition H3NO2S at a distorted geometry. The level of theory is the ωB97M-V functional and the def2-TZVPD basis.

Molar mass: 81.10 Da
Frontier orbital gap: 10.82 eV
ΔE to the lowest compared entry with this formula, charge and spin: 52.5 kcal per mole

Each line ends with the Mulliken charge.
Atoms and positions in Å:
N (0.90, 0.20, 0.64)  -0.54
O (-1.34, -1.06, -0.16)  -0.46
O (-1.27, 1.44, -0.16)  -0.47
S (-0.63, 0.16, -0.28)  0.71
H (1.48, -0.50, 0.28)  0.30
H (0.76, -0.16, 1.57)  0.29
H (0.10, -0.07, -1.90)  0.17

Entry 4:
This record from the OMol25 dataset describes the molecule C5H7NO. The level of theory is the ωB97M-V functional and the def2-TZVPD basis.

Molar mass: 97.12 Da
Frontier orbital gap: 9.18 eV
ΔE to the lowest compared entry with this formula, charge and spin: 145.7 kcal per mole

Each line ends with the Mulliken charge.
Atoms and positions in Å:
O (-2.79, 1.34, 1.34)  -0.52
C (-2.36, 0.00, 1.46)  -0.60
C (-1.09, -0.25, 0.77)  0.55
C (-0.05, -0.40, 0.16)  -0.35
C (1.35, -0.59, -0.25)  0.20
C (2.06, 0.01, -1.79)  -0.76
N (2.26, 0.33, -0.10)  -0.63
H (-2.06, 1.91, 1.60)  0.33
H (-2.27, -0.30, 2.52)  0.28
H (-3.14, -0.61, 1.01)  0.28
H (1.59, -1.67, -0.36)  0.35
H (1.19, 0.35, -2.36)  0.32
H (2.50, -0.92, -2.19)  0.28
H (2.81, 0.79, -1.80)  0.29

What is the formula in the third record? H3NO2S

The lowest frontier orbital gap belongs to which entry? C7H9NO3

Which of these has the lowest ΔE to the lowest compared entry with this formula, charge and spin? H3NO2S

ΔE to the lowest compared entry with this formula, charge and spin of number 1 (C4H3NO2)? 61.1 kcal per mole